Density functional theory data (ωB97M-V/def2-TZVPD) for a molecular structure, C3H6BrO3V.

Properties
Net charge: +1
Maximum force: 2.36 eV Å⁻¹
Lowest unoccupied orbital energy (spin up / spin down): -7.442 / -7.143 eV
Multiplicity: 4

XYZ file:
```
14
Properties=species:S:1:pos:R:3:mulliken_charge:R:1
V -21.678 7.045 -17.669 1.086
Br -22.338 4.778 -16.916 -0.125
C -26.250 4.707 -16.092 -0.304
O -26.393 4.136 -14.779 -0.308
C -26.130 4.969 -13.792 0.864
O -25.771 6.110 -13.934 -0.580
O -26.363 4.346 -12.647 -0.312
C -26.000 5.036 -11.464 -0.650
H -26.617 3.941 -16.765 0.234
H -25.196 4.924 -16.253 -0.043
H -26.858 5.603 -16.198 0.312
H -24.940 4.844 -11.246 0.278
H -26.570 4.624 -10.642 0.229
H -26.099 6.112 -11.573 0.320
```

Density functional theory data (ωB97M-V/def2-TZVPD) for C3H5NOS in the gas phase.

Properties
SMILES string: CN(C=O)C=S
Maximum force: 5.92 eV Å⁻¹
Lowest unoccupied orbital energy: -0.686 eV

XYZ file:
```
11
Properties=species:S:1:pos:R:3:mulliken_charge:R:1
C 1.694 0.419 -1.587 -0.796
N 0.341 0.105 -0.861 0.023
C 0.385 -1.217 -0.440 0.135
O -0.451 -1.792 0.214 -0.422
C -0.144 1.160 0.037 -0.191
S -1.117 0.606 1.410 -0.191
H 1.683 1.182 -2.504 0.222
H 2.315 0.804 -0.741 0.359
H 2.118 -0.533 -1.993 0.311
H 1.063 -1.868 -1.076 0.213
H 0.310 2.142 0.007 0.339
```

Density functional theory data (ωB97M-V/def2-TZVPD) for a molecular structure, C29H39F12NO2Si4TeW.

Properties
Net charge: +2
Maximum force: 3.18 eV Å⁻¹
Lowest unoccupied orbital energy: -8.264 eV

XYZ file:
```
89
Properties=species:S:1:pos:R:3:mulliken_charge:R:1
W -0.213 0.423 0.301 1.481
C 5.037 -3.820 2.360 -1.545
C 4.122 -2.836 1.720 0.467
C 4.509 -2.099 0.603 -1.119
C 3.705 -1.103 0.087 -0.668
C 2.471 -0.806 0.666 0.711
N 1.682 0.292 0.255 0.191
C 2.192 1.315 -0.592 0.332
C 3.381 1.984 -0.280 -0.327
C 3.914 2.939 -1.119 -1.091
C 3.275 3.284 -2.308 0.197
C 3.866 4.264 -3.258 -1.556
C 2.072 2.655 -2.614 -0.556
C 1.509 1.678 -1.788 -0.955
C 0.258 0.950 -2.324 1.384
O -0.360 0.098 -1.421 -0.764
C -0.836 2.002 -2.716 0.408
F -0.566 3.195 -2.154 -0.122
F -1.032 2.178 -3.993 -0.255
F -2.001 1.628 -2.120 -0.254
C 0.668 0.040 -3.519 0.559
F -0.396 -0.500 -4.091 -0.239
F 1.407 -0.945 -2.991 -0.211
F 1.393 0.643 -4.445 -0.211
C 2.016 -1.631 1.720 0.085
C 2.851 -2.614 2.238 -0.964
C 0.620 -1.428 2.286 1.473
O -0.290 -1.007 1.315 -0.835
C 0.588 -0.273 3.314 0.288
F 1.247 0.820 2.767 -0.245
F 1.078 -0.480 4.496 -0.235
F -0.681 0.189 3.411 -0.163
C -0.014 -2.688 2.928 0.537
F 0.045 -3.698 2.073 -0.227
F -1.305 -2.418 3.165 -0.223
F 0.538 -3.054 4.073 -0.204
H 6.008 -3.816 1.873 0.392
H 4.621 -4.826 2.323 0.362
H 5.178 -3.556 3.407 0.369
H 5.463 -2.289 0.137 0.425
H 4.034 -0.532 -0.769 0.585
H 3.894 1.708 0.631 0.700
H 4.854 3.402 -0.862 0.474
H 4.898 4.483 -2.997 0.413
H 3.301 5.195 -3.250 0.333
H 3.830 3.875 -4.274 0.396
H 1.582 2.915 -3.541 0.654
H 2.534 -3.208 3.080 0.672
C 1.056 5.877 2.445 -0.903
Si -0.648 6.350 1.700 0.483
C -1.270 7.974 2.479 -1.103
C -0.458 6.524 -0.199 -0.755
Si -2.212 4.601 2.205 -0.109
Te -1.072 2.482 1.103 -0.077
Si -4.396 4.674 1.171 0.482
C -4.149 4.861 -0.718 -0.745
C -5.296 3.015 1.500 -1.021
C -5.352 6.130 1.936 -1.095
Si -2.278 4.030 4.575 0.481
C -3.312 2.433 4.798 -0.930
C -0.504 3.641 5.203 -0.874
C -3.057 5.438 5.592 -1.112
H 1.850 6.522 2.083 0.399
H 1.316 4.852 2.191 0.173
H 1.045 5.960 3.525 0.304
H -0.572 8.786 2.302 0.401
H -1.390 7.883 3.552 0.316
H -2.226 8.277 2.070 0.341
H 0.200 7.347 -0.461 0.441
H -1.413 6.716 -0.673 0.302
H -0.049 5.617 -0.634 0.017
H -3.502 4.073 -1.096 0.017
H -3.691 5.811 -0.968 0.319
H -5.089 4.803 -1.257 0.426
H -4.666 2.172 1.227 0.283
H -6.215 2.936 0.928 0.400
H -5.559 2.906 2.546 0.321
H -4.825 7.068 1.809 0.328
H -5.505 5.988 2.999 0.326
H -6.332 6.245 1.484 0.404
H -2.969 1.644 4.135 0.174
H -4.362 2.606 4.594 0.347
H -3.245 2.056 5.814 0.416
H 0.051 3.072 4.462 0.102
H -0.528 3.061 6.119 0.397
H 0.058 4.543 5.413 0.364
H -4.058 5.671 5.249 0.312
H -2.477 6.352 5.543 0.334
H -3.135 5.163 6.640 0.389
```

Density functional theory data (ωB97M-V/def2-TZVPD) for 2 unconnected molecules or ions with the total composition C5H7Br.

Properties
SMILES string: C#CC(=C)C.Br
Maximum force: 5.99 eV Å⁻¹
Lowest unoccupied orbital energy: 0.444 eV

XYZ file:
```
13
Properties=species:S:1:pos:R:3:mulliken_charge:R:1
C -2.904 0.116 -0.438 -0.235
C -1.738 0.103 -0.193 -0.468
C -0.444 0.286 -0.390 0.873
C 0.226 -0.051 -1.497 -0.822
C 0.272 0.704 0.847 -1.347
H -3.951 -0.124 -0.552 0.396
H -0.165 -0.356 -2.424 0.371
H 1.365 0.203 -1.575 0.197
H -0.021 0.226 1.724 0.439
H 0.220 1.805 1.054 0.269
H 1.356 0.592 0.975 0.328
Br 3.457 -2.166 0.919 -0.208
H 2.327 -1.336 1.550 0.207
```

Density functional theory data (ωB97M-V/def2-TZVPD) for a molecular structure, C29H27N5O3Pb.

Properties
Maximum force: 0.23 eV Å⁻¹
Lowest unoccupied orbital energy: 0.317 eV

XYZ file:
```
65
Properties=species:S:1:pos:R:3:mulliken_charge:R:1
Pb -0.263 -1.979 -2.064 1.031
O 1.519 -0.663 -2.209 -0.989
C 2.463 -0.169 -1.452 0.451
C 3.089 1.034 -1.835 -0.234
C 4.133 1.564 -1.111 -0.506
C 4.611 0.919 0.033 -0.728
C 3.999 -0.243 0.437 -0.728
C 2.924 -0.803 -0.273 0.709
C 2.300 -1.963 0.323 -0.445
N 1.244 -2.587 -0.048 -0.105
C 0.760 -3.594 0.900 -0.441
C -0.330 -4.455 0.272 -1.105
N -1.294 -3.522 -0.259 -0.100
C -2.390 -3.287 0.328 -0.213
C -3.242 -2.149 0.005 0.316
C -4.616 -2.255 0.252 -0.734
C -5.474 -1.195 0.061 -0.827
C -4.939 0.028 -0.344 -0.838
C -3.586 0.169 -0.561 -0.169
C -2.690 -0.909 -0.413 0.077
O -1.399 -0.696 -0.593 0.256
H 2.732 1.521 -2.734 0.509
H 4.586 2.493 -1.435 0.390
H 5.428 1.340 0.603 0.417
H 4.331 -0.742 1.341 0.339
H 2.790 -2.290 1.249 0.314
H 0.304 -3.073 1.750 0.153
H 1.578 -4.212 1.282 0.580
H -0.754 -5.137 1.018 0.445
H 0.087 -5.045 -0.549 0.289
H -2.726 -3.932 1.152 0.316
H -5.002 -3.206 0.603 0.429
H -6.534 -1.303 0.241 0.385
H -5.591 0.883 -0.478 0.437
H -3.168 1.124 -0.857 0.441
C 2.912 0.203 4.665 -1.408
C 2.187 0.743 3.461 0.689
C 2.497 1.981 2.919 -0.846
C 1.835 2.489 1.807 -0.660
C 0.839 1.732 1.200 0.766
N 0.097 2.162 0.073 0.153
C 0.256 3.337 -0.606 0.140
O 0.990 4.245 -0.263 -0.717
N -0.540 3.518 -1.738 0.003
C -1.280 2.574 -2.470 -0.104
C -2.543 2.856 -2.973 -0.554
C -3.216 1.871 -3.674 -0.537
C -2.631 0.623 -3.810 -0.485
N -1.414 0.346 -3.344 -0.262
C -0.743 1.319 -2.731 0.037
C 0.512 0.484 1.731 -0.076
C 1.175 0.009 2.847 -0.779
H 3.649 0.917 5.032 0.361
H 3.436 -0.726 4.429 0.286
H 2.219 -0.014 5.480 0.355
H 3.279 2.578 3.375 0.318
H 2.093 3.455 1.409 0.499
H -0.568 1.481 -0.273 -0.129
H -0.477 4.460 -2.086 0.303
H -2.993 3.827 -2.801 0.451
H -4.202 2.056 -4.079 0.419
H -3.156 -0.185 -4.305 0.389
H 0.260 1.072 -2.406 0.764
H -0.249 -0.117 1.251 0.083
H 0.900 -0.961 3.250 0.416
```

Density functional theory data (ωB97M-V/def2-TZVPD) for 2 unconnected molecules or ions with the total composition C3H11N2S.

Properties
Net charge: +1
Maximum force: 0.89 eV Å⁻¹
Lowest unoccupied orbital energy: -3.827 eV

XYZ file:
```
17
Properties=species:S:1:pos:R:3:mulliken_charge:R:1
C 2.483 -0.735 -2.102 -0.948
C 1.457 -0.911 -1.006 -0.423
S -0.186 -0.184 -1.398 -0.300
H 2.791 0.300 -2.154 0.295
H 2.120 -1.060 -3.071 0.308
H 3.356 -1.342 -1.870 0.310
H 1.282 -1.936 -0.688 0.363
H 1.767 -0.408 -0.084 0.282
H -0.294 -0.841 -2.559 0.123
N -0.776 1.493 1.343 -0.306
C -1.545 0.544 1.824 0.313
N -1.441 0.020 3.019 -0.321
H -0.318 2.143 1.966 0.251
H -0.781 1.661 0.344 0.225
H -2.281 0.098 1.164 0.335
H -1.985 -0.809 3.201 0.257
H -0.889 0.409 3.769 0.236
```

Question: The highest maximum force belongs to which entry?
Answer: C5H7Br

Please write out number 4 again, unchanged.
Density functional theory data (ωB97M-V/def2-TZVPD) for 2 unconnected molecules or ions with the total composition C5H7Br.

Properties
SMILES string: C#CC(=C)C.Br
Maximum force: 5.99 eV Å⁻¹
Lowest unoccupied orbital energy: 0.444 eV

XYZ file:
```
13
Properties=species:S:1:pos:R:3:mulliken_charge:R:1
C -2.904 0.116 -0.438 -0.235
C -1.738 0.103 -0.193 -0.468
C -0.444 0.286 -0.390 0.873
C 0.226 -0.051 -1.497 -0.822
C 0.272 0.704 0.847 -1.347
H -3.951 -0.124 -0.552 0.396
H -0.165 -0.356 -2.424 0.371
H 1.365 0.203 -1.575 0.197
H -0.021 0.226 1.724 0.439
H 0.220 1.805 1.054 0.269
H 1.356 0.592 0.975 0.328
Br 3.457 -2.166 0.919 -0.208
H 2.327 -1.336 1.550 0.207
```

Question: Which of these has the lowest maximum force?
Answer: C29H27N5O3Pb

Question: What is the formula in the third record?
Answer: C29H39F12NO2Si4TeW